{
  "formula": "C68H84BBrIN11O8",
  "method": "ωB97M-V/def2-TZVPD",
  "smiles": "[H]/N=C\\Cc1c(CCC(=O)O)c(CCCCO)c2c(c1B(O)O)C(=O)c1c([C@H](I)CC)cc(N(C)C(C)=O)c([C@@H](Br)CC)c1C2=O.c1cc[nH]c1.c1cc[nH]c1.c1cc[nH]c1.c1cc[nH]c1.c1cc[nH]c1.c1cc[nH]c1.c1cc[nH]c1.c1cc[nH]c1.c1cc[nH]c1",
  "e_above_lowest_kcal_mol": 662.9,
  "total_energy_ev": -183440.919,
  "e_homo_ev": -7.94,
  "species": ["H", "N", "C", "C", "C", "C", "C", "C", "C", "O", "O", "C", "C", "C", "C", "C", "O", "C", "C", "C", "B", "O", "O", "C", "O", "C", "C", "C", "I", "C", "C", "C", "C", "N", "C", "C", "C", "O", "C", "C", "Br", "C", "C", "C", "C", "O", "H", "H", "H", "H", "H", "H", "H", "H", "H", "H", "H", "H", "H", "H", "H", "H", "H", "H", "H", "H", "H", "H", "H", "H", "H", "H", "H", "H", "H", "H", "H", "H", "H", "H", "H", "H", "H", "H", "C", "C", "C", "N", "C", "H", "H", "H", "H", "H", "C", "C", "C", "N", "C", "H", "H", "H", "H", "H", "C", "C", "C", "N", "C", "H", "H", "H", "H", "H", "C", "C", "C", "N", "C", "H", "H", "H", "H", "H", "C", "C", "C", "N", "C", "H", "H", "H", "H", "H", "C", "C", "C", "N", "C", "H", "H", "H", "H", "H", "C", "C", "C", "N", "C", "H", "H", "H", "H", "H", "C", "C", "C", "N", "C", "H", "H", "H", "H", "H", "C", "C", "C", "N", "C", "H", "H", "H", "H", "H"],
  "xyz": [[-5.68015, -1.51081, -0.58013], [-5.99978, -1.41443, 0.41560], [-5.36587, -0.28808, 0.87971], [-4.38345, 0.57507, -0.10852], [-3.05359, -0.26193, -0.64108], [-2.98552, -0.88325, -2.18724], [-4.26565, -0.71879, -3.20331], [-4.03228, 0.32089, -4.44902], [-4.84810, -0.21147, -5.79927], [-5.49818, 0.69537, -6.56778], [-4.95370, -1.61774, -6.21960], [-1.64542, -1.69004, -2.77938], [-1.58945, -2.28626, -4.30480], [-2.17681, -3.80437, -4.48583], [-2.27560, -4.68720, -3.10939], [-3.80319, -4.72443, -2.44671], [-4.52091, -5.83857, -3.13556], [-0.33987, -1.92583, -1.76477], [-0.42739, -1.34635, -0.19811], [-1.73630, -0.51253, 0.35294], [-1.79879, 0.10751, 1.91038], [-1.95359, -0.74666, 3.11010], [-1.73272, 1.59091, 2.15159], [0.91779, -1.69187, 0.73376], [0.86835, -2.07206, 2.01345], [2.36390, -1.57972, -0.06569], [3.67351, -0.94461, 0.69624], [3.62259, -0.39782, 2.26309], [4.87710, 1.39827, 2.57924], [4.06296, -1.67541, 3.20928], [3.90171, -1.32566, 4.80489], [5.06755, -0.86507, -0.16393], [5.20502, -1.35712, -1.75753], [6.57730, -1.21023, -2.35880], [7.14919, -2.49061, -2.90533], [6.73074, -0.02596, -3.26981], [7.32989, 1.37137, -2.57340], [6.49441, 0.03856, -4.58040], [3.86668, -1.96994, -2.55217], [3.94571, -2.42890, -4.13038], [3.95742, -4.45559, -4.36773], [2.79917, -1.69564, -5.09245], [3.48331, -0.34055, -5.79533], [2.45907, -2.09042, -1.65625], [1.04758, -2.72111, -2.25091], [0.94342, -3.80415, -3.02288], [-5.51990, 0.13694, 1.98081], [-5.00763, 0.99397, -1.03346], [-4.01067, 1.55371, 0.46453], [-4.45786, -1.80337, -3.66381], [-5.28191, -0.45052, -2.64301], [-4.50861, 1.37295, -4.18909], [-2.86253, 0.38664, -4.62727], [-4.25541, -1.86566, -6.89400], [-0.44115, -2.27832, -4.62893], [-2.13699, -1.61420, -5.11401], [-1.43769, -4.39640, -5.21168], [-3.22916, -3.83298, -5.02665], [-2.05927, -5.81811, -3.42528], [-1.48117, -4.43029, -2.28972], [-3.69621, -5.05921, -1.32190], [-4.35317, -3.69307, -2.52931], [-5.11789, -6.31555, -2.47372], [-2.19811, -0.15969, 3.90505], [-1.41567, 1.95959, 1.27019], [2.51651, -0.04770, 2.44820], [3.33902, -2.56224, 2.95245], [5.14447, -1.99090, 2.88768], [3.22891, -2.18875, 5.27485], [3.43280, -0.25942, 4.95687], [4.98228, -1.40731, 5.28933], [6.01749, -0.44007, 0.39134], [7.28847, -2.39568, -4.08014], [6.38703, -3.38941, -2.71704], [8.20900, -2.77645, -2.48024], [8.38928, 1.64863, -3.02336], [7.52387, 1.14217, -1.42493], [6.56545, 2.25631, -2.60484], [4.98514, -2.08580, -4.60761], [1.87485, -1.29781, -4.49707], [2.54943, -2.42848, -5.96980], [4.39708, -0.62900, -6.46891], [3.77457, 0.38078, -4.88956], [2.61743, 0.22102, -6.39568], [2.20804, -4.72482, 7.91665], [2.82950, -4.01206, 8.96974], [2.16462, -2.81366, 9.10271], [1.16687, -2.77637, 8.16366], [1.18221, -3.93988, 7.43941], [2.47869, -5.70539, 7.54711], [3.67100, -4.33817, 9.56724], [2.31651, -1.98589, 9.78249], [0.51998, -2.01051, 8.02723], [0.46480, -4.10856, 6.64752], [-8.38986, 3.70580, 2.96805], [-9.62637, 3.02308, 3.05845], [-9.42720, 1.74784, 2.57884], [-8.11509, 1.63874, 2.19784], [-7.47342, 2.82608, 2.43661], [-8.18918, 4.72838, 3.26028], [-10.56129, 3.41885, 3.43366], [-10.10535, 0.91135, 2.47511], [-7.68718, 0.81124, 1.80316], [-6.42284, 2.94355, 2.20707], [2.62776, 3.08410, -4.75811], [3.92943, 3.31745, -5.26253], [3.97973, 4.62935, -5.67764], [2.75264, 5.19432, -5.44576], [1.92342, 4.26106, -4.88011], [2.24573, 2.15789, -4.34882], [4.74276, 2.60537, -5.31650], [4.78113, 5.20729, -6.11822], [2.49911, 6.15052, -5.65798], [0.90541, 4.51321, -4.61501], [12.04652, -4.58702, -3.61832], [12.66799, -3.87426, -2.56523], [12.00310, -2.67586, -2.43225], [11.00536, -2.63857, -3.37130], [11.02070, -3.80208, -4.09556], [12.31717, -5.56759, -3.98786], [13.50949, -4.20037, -1.96773], [12.15500, -1.84809, -1.75248], [10.35847, -1.87271, -3.50774], [10.30329, -3.97076, -4.88745], [-11.12484, 6.50459, 3.26564], [-10.78192, 6.28913, 4.62182], [-10.42140, 7.50741, 5.15262], [-10.53021, 8.44949, 4.16299], [-10.96382, 7.84810, 3.01023], [-11.45490, 5.76032, 2.55258], [-10.79701, 5.34685, 5.15413], [-10.09635, 7.78362, 6.14681], [-10.32374, 9.43443, 4.26739], [-11.11872, 8.42583, 2.10888], [7.05081, -8.58743, -5.83605], [6.71743, -8.12404, -7.13119], [5.88593, -7.03741, -6.97696], [5.70213, -6.83191, -5.63432], [6.41309, -7.76895, -4.93073], [7.68832, -9.42676, -5.59022], [7.04880, -8.53799, -8.07475], [5.40951, -6.39537, -7.70578], [5.13188, -6.10237, -5.22663], [6.40311, -7.77408, -3.84903], [-7.48346, 12.39722, 5.81444], [-8.31555, 11.35740, 5.33521], [-7.54011, 10.54553, 4.53804], [-6.27056, 11.06172, 4.51568], [-6.22521, 12.18783, 5.29564], [-7.77070, 13.21029, 6.46846], [-9.36704, 11.21570, 5.54915], [-7.78272, 9.64782, 3.98520], [-5.48931, 10.67202, 4.00439], [-5.30434, 12.74318, 5.41313], [8.59223, -7.35087, -1.46103], [8.55623, -7.08521, -0.07129], [9.18752, -5.87861, 0.13248], [9.60732, -5.40931, -1.08499], [9.24387, -6.29783, -2.06325], [8.18558, -8.21627, -1.96803], [8.11651, -7.70681, 0.69796], [9.37461, -5.31594, 1.03733], [10.10634, -4.54252, -1.23764], [9.48080, -6.10599, -3.10116], [-9.04445, 7.71603, 10.20278], [-9.81570, 6.73487, 10.87042], [-11.02828, 6.65528, 10.22291], [-11.01742, 7.55736, 9.19101], [-9.80967, 8.20491, 9.16759], [-8.03890, 8.03109, 10.44962], [-9.51833, 6.14894, 11.73050], [-11.89609, 6.03653, 10.40845], [-11.78085, 7.71912, 8.54707], [-9.59930, 8.95725, 8.41929]],
  "mulliken_charge": [0.319, -0.749, 0.068, -0.987, 0.579, -0.080, -0.500, -0.338, 0.376, -0.535, -0.431, -0.392, -0.004, -0.666, -0.313, -0.202, -0.543, 0.828, -0.318, 0.158, 0.832, -0.527, -0.656, -0.417, -0.511, -0.057, 0.549, -1.065, 0.086, -0.121, -0.740, -0.633, -0.730, 0.375, -0.474, 0.421, -0.927, -0.492, 0.765, -0.375, 0.070, -0.030, -0.573, 0.390, 0.284, -0.493, 0.456, 0.294, 0.302, 0.066, 0.320, 0.333, 0.293, 0.340, -0.192, 0.222, 0.323, 0.177, 0.362, 0.102, 0.356, 0.036, 0.316, 0.314, 0.317, 0.391, 0.240, 0.337, 0.144, 0.292, 0.243, 0.194, 0.283, 0.221, 0.051, 0.311, 0.239, 0.280, 0.205, -0.116, 0.408, 0.302, -0.190, 0.367, -0.256, -0.364, -0.511, 0.029, -0.649, 0.392, 0.388, 0.375, 0.196, 0.401, -0.328, -0.115, -0.929, 0.154, -0.489, 0.452, 0.352, 0.368, 0.172, 0.348, -0.155, -0.188, -0.831, 0.046, -0.832, 0.535, 0.496, 0.377, 0.197, 0.376, -0.387, -0.376, -0.627, 0.083, -0.484, 0.419, 0.379, 0.376, 0.216, 0.415, -0.208, -0.435, -0.535, 0.097, -0.751, 0.379, 0.411, 0.463, 0.211, 0.381, -0.521, -0.604, -0.395, 0.135, -0.314, 0.393, 0.383, 0.349, 0.030, 0.358, -0.862, -0.086, -0.355, -0.014, -0.444, 0.367, 0.399, 0.421, 0.198, 0.367, -0.623, -0.529, -0.598, 0.236, -0.324, 0.486, 0.399, 0.408, 0.161, 0.381, -0.536, -0.341, -0.554, 0.011, -0.450, 0.390, 0.380, 0.368, 0.234, 0.500]
}